# C2H10O2S2

A cluster of 4 separate species, C2H10O2S2 in total (ωB97M-V/def2-TZVPD, the Open Molecules 2025 dataset).

Last column: Löwdin spin population.
Geometry (Å):
C  0.2717  1.7392  -0.4168  0.068
S  -1.4324  1.9129  0.0502  0.648
S  0.9768  -1.5350  0.7935  0.179
C  0.0429  -0.4660  1.9102  0.037
H  0.3398  1.4888  -1.4729  0.007
H  0.8338  2.6585  -0.2229  0.002
H  0.7362  0.9391  0.1717  0.020
H  -0.5058  0.3242  1.3675  0.022
H  -0.6780  -1.0620  2.4740  0.002
H  0.7306  0.0263  2.5984  0.001
H  2.6508  -1.3988  -2.2913  0.000
H  1.7498  -1.0158  -1.0705  0.003
O  2.0538  -0.7302  -1.9823  0.004
H  -1.8988  -0.1122  -0.6399  0.001
H  -1.0551  -1.3654  -0.4916  0.001
O  -1.8932  -1.0442  -0.8795  0.005

Computed properties:
- E_LUMO (alpha / beta) (eV) = 3.413 / 1.264
- total charge = -1
- relative energy (zero: lowest compared OMol25 entry of this formula, charge and spin) (kJ/mol) = 0.00
- total energy (Ha) = -1029.05100
- expectation value of S² = 0.756
- 2S+1 = 2
- E_HOMO (alpha / beta) (eV) = -3.949 / -3.593